No. 1
Molecular formula: C30H53FN2O9P3
Method: DFT, ωB97M-V/def2-TZVPD

Positions of all 98 atoms, in Å:
C 2.07 0.96 -0.65
C 0.57 0.36 -0.94
P -0.63 1.72 -1.53
C -2.42 1.19 -1.04
C -3.55 1.57 -2.18
C -0.34 3.40 -0.67
C -0.82 3.82 0.84
C -0.55 5.31 1.45
N 0.14 6.30 0.60
N 0.56 5.93 -0.63
C 1.26 7.07 -1.41
C 1.36 8.45 -0.46
O 2.48 8.79 0.21
F 0.22 9.43 -0.34
C 0.46 4.66 -1.43
C 1.03 4.39 -2.95
C -0.28 4.29 -3.94
C -0.24 3.08 -5.04
C 0.56 1.66 -4.91
C 0.55 0.46 -6.08
C -0.36 0.68 -7.45
C -1.22 2.10 -7.57
C -1.15 3.29 -6.42
H 2.15 1.96 -1.29
H 2.17 1.16 0.50
H 2.85 0.18 -1.07
H 0.62 -0.45 -1.82
H 0.08 -0.19 -0.03
H -2.70 1.79 -0.05
H -2.41 0.02 -0.81
H -3.10 2.04 -3.16
H -4.09 0.55 -2.49
H -4.36 2.28 -1.70
H -1.40 3.04 1.52
H -0.90 5.57 2.53
H 2.32 6.69 -1.73
H 0.56 7.37 -2.31
H 1.55 3.31 -2.90
H 1.87 5.12 -3.30
H -0.43 5.31 -4.52
H -1.24 4.16 -3.25
H 1.23 1.43 -3.96
H 1.17 -0.52 -5.92
H -0.39 -0.17 -8.28
H -1.88 2.21 -8.54
H -1.77 4.29 -6.55
O 2.35 -3.19 -1.07
P 1.40 -4.37 -1.40
O 1.12 -4.74 0.19
C 0.14 -3.97 0.86
C -1.25 -4.27 0.36
O 2.68 -5.39 -1.72
C 3.94 -4.88 -2.13
C 4.85 -4.67 -0.93
O 0.35 -5.69 -1.77
C 0.74 -7.06 -1.70
C 1.26 -7.53 -0.34
H 0.37 -2.90 0.75
H 0.21 -4.21 1.92
H -1.37 -3.96 -0.69
H -2.01 -3.76 0.95
H -1.45 -5.35 0.39
H 3.82 -3.96 -2.72
H 4.40 -5.62 -2.80
H 4.35 -4.15 -0.11
H 5.74 -4.10 -1.21
H 5.18 -5.64 -0.53
H 1.46 -7.28 -2.49
H -0.15 -7.65 -1.93
H 2.19 -7.04 -0.05
H 1.46 -8.61 -0.37
H 0.53 -7.33 0.45
O -0.48 -0.86 2.97
P -0.81 -1.25 4.43
O -2.29 -0.50 4.41
C -3.36 -1.22 3.84
C -3.77 -2.40 4.70
O 0.13 -0.02 5.04
C 1.22 0.52 4.29
C 0.77 1.73 3.48
O -1.18 -1.68 6.06
C -1.08 -0.77 7.16
C -1.91 0.50 7.05
H -3.09 -1.55 2.83
H -4.21 -0.53 3.75
H -2.97 -3.15 4.74
H -4.67 -2.88 4.30
H -3.97 -2.09 5.73
H 1.67 -0.25 3.66
H 1.99 0.83 5.00
H -0.17 1.55 2.94
H 1.54 2.01 2.76
H 0.58 2.58 4.15
H -0.03 -0.54 7.35
H -1.43 -1.32 8.04
H -1.59 1.14 6.23
H -1.83 1.09 7.97
H -2.97 0.26 6.88

## Properties
DFT total energy: -83932.12056 eV
E_HOMO: -10.705 eV
orbital gap: 5.89 eV
charge: +1
LUMO: -4.8 eV

No. 2
Molecular formula: C11H16N4O5
Method: DFT, ωB97M-V/def2-TZVPD

Positions of all 36 atoms, in Å:
N -0.58 -0.84 2.41
C -1.07 -0.73 1.06
C -2.44 -1.40 0.77
C -2.86 -1.09 -0.70
C -4.25 -0.43 -0.90
O -4.79 -0.46 -1.96
O -4.82 0.08 0.25
C -1.33 0.79 0.76
O -2.38 1.38 0.93
N -0.30 1.57 0.17
C 1.06 1.12 0.05
C 1.36 0.05 -1.12
C 2.48 -0.87 -0.65
C 2.37 -2.22 -0.59
N 3.57 -2.70 -0.08
C 4.41 -1.68 0.10
N 3.78 -0.50 -0.33
C 2.05 2.39 -0.19
O 1.61 3.50 -0.32
O 3.33 2.26 -0.09
H -0.32 0.05 2.84
H -0.03 -1.70 2.66
H -0.24 -1.10 0.33
H -2.23 -2.48 0.91
H -3.23 -1.06 1.47
H -2.07 -0.49 -1.21
H -2.89 -2.00 -1.24
H -5.75 0.33 0.00
H -0.37 2.57 0.01
H 1.17 0.58 0.96
H 0.43 -0.40 -1.57
H 1.72 0.67 -2.02
H 1.48 -2.78 -0.69
H 3.68 -3.74 0.06
H 5.52 -1.95 0.18
H 3.58 1.32 -0.02

## Properties
SMILES string: N[C@@H](CCC(=O)O)C(=O)N[C@@H](Cc1c[nH]cn1)C(=O)O
DFT total energy: -27864.07974 eV
E_HOMO: -9.347 eV
orbital gap: 9.44 eV
relative energy (zero: lowest compared OMol25 entry of this formula, charge and spin): 55.5 kcal/mol
LUMO: 0.1 eV

No. 3
Molecular formula: C4H7N2O
Method: DFT, ωB97M-V/def2-TZVPD

Positions of all 14 atoms, in Å:
C -1.21 0.76 0.69
C -0.50 -1.60 0.60
C -0.72 1.56 -0.18
C 0.14 2.50 -0.71
N 0.69 -1.48 0.16
N 1.32 -2.50 -0.38
O -1.40 -0.63 0.86
H -1.86 1.19 1.49
H -0.99 -2.48 0.88
H 1.21 2.47 -0.28
H 0.23 2.49 -1.73
H -0.22 3.54 -0.68
H 2.27 -2.37 -0.47
H 1.06 -3.43 -0.24

## Properties
DFT total energy: -9276.16861 eV
E_HOMO (spin up / spin down): -12.400 / -12.398 eV
orbital gap (spin up / spin down): 5.34 / 5.34 eV
charge: +1
relative energy (zero: lowest compared OMol25 entry of this formula, charge and spin): 152.7 kcal/mol
LUMO (spin up / spin down): -7.1 / -7.1 eV